No. 1
A molecular structure, C22H39FI2N5O2PSiSn in a non-equilibrium geometry. Source: the OMol25 dataset; level of theory: the ωB97M-V functional and the def2-TZVPD basis.

As for the energy relative to the best compared isomer or geometry (same formula, charge and spin): 30.47 kcal/mol. For the energy, the calculation gives -76910.371 eV.

```
! RIJCOSX wB97M-V def2-TZVPD def2/J DEFGRID3
* xyz 0 1
Sn 0.0821 0.4377 0.0765
N -0.0869 0.7997 2.7929
N -1.2768 1.4349 3.1963
C -2.3755 1.5207 2.3360
O -3.4661 1.7317 2.8108
O -2.0981 1.3825 1.0832
H -0.0119 -0.1406 3.1866
H 0.7217 1.3337 3.1178
H -1.5157 1.4284 4.1835
C 5.2582 1.8526 -0.0266
Si 3.3514 1.7838 0.0221
C 2.9046 2.8362 1.5577
C 2.7624 2.6205 -1.5989
N 2.4543 0.3101 0.2302
C 2.9619 -0.9483 0.2310
C 4.2584 -1.2729 -0.2095
C 4.7518 -2.5575 -0.1747
C 3.9674 -3.6171 0.2552
C 2.6768 -3.3525 0.6774
C 2.2251 -2.0567 0.6736
F 0.9330 -1.8500 1.1594
H 5.5855 2.8822 0.0978
H 5.6685 1.5000 -0.9684
H 5.7049 1.2694 0.7738
H 3.2593 3.8538 1.4468
H 3.3592 2.4304 2.4573
H 1.8290 2.8772 1.7162
H 3.0494 3.6666 -1.6319
H 1.6762 2.5772 -1.6898
H 3.1835 2.1438 -2.4802
H 4.8778 -0.4781 -0.5786
H 5.7683 -2.7417 -0.4891
H 4.3532 -4.6220 0.2781
H 2.0195 -4.1396 1.0169
C -3.1228 -0.2698 -4.2633
C -1.5963 -0.1764 -4.3147
C -1.1897 1.0598 -5.1192
C -1.0453 -1.4567 -4.9657
N -1.1581 -0.0032 -2.9209
N 0.2462 -0.0171 -2.6676
H -3.5277 -0.2765 -5.2714
H -3.5342 0.5792 -3.7248
H -3.4371 -1.1852 -3.7647
H -1.6777 1.0345 -6.0887
H -0.1155 1.1059 -5.2836
H -1.4992 1.9620 -4.5983
H -1.5066 -1.5907 -5.9410
H -1.2841 -2.3301 -4.3574
H 0.0340 -1.4136 -5.1094
H -1.5706 -0.7521 -2.3632
H 0.6560 0.8083 -3.1000
H 0.7213 -0.8335 -3.0655
I -0.9607 3.1165 0.1461
I 0.1929 5.3992 -1.0293
C -3.8774 -2.2851 -0.5337
P -2.2138 -1.8710 0.1698
C -2.6506 -1.9082 1.9593
C -1.3643 -3.4794 -0.0717
C -0.6792 -3.6406 -1.2729
C 0.0315 -4.7950 -1.5402
C 0.0814 -5.8048 -0.5936
C -0.5796 -5.6482 0.6119
C -1.2999 -4.4949 0.8718
H -4.2882 -3.1749 -0.0566
H -3.8032 -2.4537 -1.6088
H -4.5387 -1.4374 -0.3570
H -3.3395 -2.7159 2.2014
H -3.1347 -0.9644 2.2089
H -1.7391 -2.0041 2.5501
H -0.7076 -2.8457 -2.0097
H 0.5607 -4.9037 -2.4768
H 0.6382 -6.7085 -0.7948
H -0.5247 -6.4249 1.3615
H -1.8083 -4.3945 1.8181
*
```

No. 2
8 unconnected molecules or ions with the total composition C22H39N5O3S3 in a non-equilibrium geometry. Source: the OMol25 dataset; level of theory: the ωB97M-V functional and the def2-TZVPD basis.

As for the energy relative to the best compared isomer or geometry (same formula, charge and spin): 46.13 kcal/mol. For the energy, the calculation gives -69538.504 eV.

```
! RIJCOSX wB97M-V def2-TZVPD def2/J DEFGRID3
* xyz 0 1
C 4.3228 17.8384 -17.7745
S 4.7283 19.6407 -17.5492
O 5.0625 20.0509 -18.9539
C 3.0719 20.2889 -17.1675
H 4.1977 17.2364 -16.8744
H 5.2622 17.5250 -18.2299
H 3.4756 17.7364 -18.4527
H 2.4719 20.4674 -18.0598
H 3.1313 21.2402 -16.6387
H 2.4525 19.5354 -16.6809
C 12.8021 20.6472 -19.1357
S 11.6266 20.0978 -17.7503
O 10.2988 19.6527 -18.3777
C 12.5636 18.7074 -17.0567
H 13.2555 19.7400 -19.5351
H 13.3430 21.5847 -19.0069
H 12.1827 20.9187 -19.9905
H 13.4128 18.9435 -16.4154
H 12.7882 18.0060 -17.8603
H 11.9637 17.9710 -16.5220
C 4.6075 23.6906 -17.4412
S 3.3271 25.0886 -17.8656
O 3.0762 25.8910 -16.5426
C 1.8572 24.0993 -18.3376
H 4.8091 23.1155 -18.3449
H 4.3661 23.2104 -16.4929
H 5.6225 24.0528 -17.2782
H 1.2604 24.5995 -19.1003
H 1.0994 23.9476 -17.5689
H 2.1253 23.1045 -18.6934
C 9.3702 24.4314 -14.0306
C 8.2184 24.9395 -14.7187
N 7.2349 25.3282 -15.2134
H 10.0614 25.2733 -13.9904
H 9.7719 23.4946 -14.4168
H 9.0524 24.1270 -13.0334
C 7.8472 21.6270 -18.8526
C 8.7595 22.3518 -17.9576
N 9.5263 22.9435 -17.2544
H 6.8348 21.7618 -18.4717
H 8.1004 20.5754 -18.7173
H 7.6430 21.9392 -19.8767
N 8.3225 21.2540 -22.5789
C 8.1955 22.5879 -22.7700
C 9.3061 23.1944 -22.2516
C 10.1701 22.2464 -21.8083
C 9.6028 21.0475 -22.0784
H 7.6333 20.5371 -22.7557
H 7.2420 22.9320 -23.1425
H 9.5958 24.2312 -22.3383
H 11.1201 22.4020 -21.3186
H 9.9764 20.0742 -21.7965
N 10.8478 27.5691 -19.3802
C 11.4506 26.7312 -18.4870
C 11.2133 25.4220 -18.7959
C 10.2716 25.4746 -19.7712
C 10.0298 26.7800 -20.1413
H 10.8793 28.5639 -19.5521
H 12.1297 27.1636 -17.7671
H 11.6924 24.5677 -18.3410
H 9.6604 24.6587 -20.1278
H 9.3572 27.1680 -20.8920
N 8.5093 18.2464 -16.2193
C 7.7332 19.2006 -15.5442
C 7.0104 18.5118 -14.5543
C 7.4081 17.1529 -14.5759
C 8.2516 17.0008 -15.6549
H 8.9426 18.5495 -17.0798
H 7.6980 20.2366 -15.8475
H 6.3176 18.9363 -13.8428
H 7.0193 16.3693 -13.9425
H 8.7439 16.1017 -15.9949
*
```

No. 3
A molecular structure, C22H40Cl2MnN4. Source: the OMol25 dataset; level of theory: the ωB97M-V functional and the def2-TZVPD basis.

As for the expectation value of S²: 3.8012. For the energy, the calculation gives -85787.550 eV.

```
! RIJCOSX wB97M-V def2-TZVPD def2/J DEFGRID3
* xyz -2 4
Mn 0.0000 0.0000 0.0000
Cl -1.2790 0.8160 -1.9116
C -2.8947 2.0486 2.4530
C -1.5276 0.6846 1.2446
N -1.7632 1.9770 1.6560
H -4.2600 0.4402 3.0733
N -2.5553 -0.0336 1.8191
H -3.2553 2.9657 2.8817
C -0.9328 3.1939 1.3397
C -1.6540 4.4543 1.8381
C 0.4102 3.0770 2.0689
H -1.7205 4.4905 2.9303
H -1.0664 5.3179 1.5142
H -2.6558 4.5492 1.4073
H -0.4362 4.3074 -0.4379
H -1.7256 3.0987 -0.6782
H 0.8096 2.0656 1.9986
C -0.7740 3.2994 -0.1776
H 0.2890 3.3202 3.1295
H 1.1265 3.7780 1.6282
H -0.0525 2.5693 -0.5463
C -3.3914 0.7962 2.5503
C -2.0555 -2.3333 2.6047
H -2.0496 -1.8843 3.6019
H -2.4895 -3.3353 2.6698
C -2.8780 -1.4949 1.6287
H -2.5705 -2.9502 0.0608
C -4.3643 -1.7361 1.9317
H -5.0172 -1.0242 1.4172
H -1.0216 -2.4140 2.2624
H -1.6413 -1.4394 -0.1677
H -4.5700 -1.7086 3.0069
H -4.6168 -2.7349 1.5647
C -2.5920 -1.8603 0.1672
H -3.3814 -1.4628 -0.4798
C 3.2608 -0.7171 -2.7370
N 2.5265 0.0633 -1.8576
H 2.9557 -2.8142 -3.3236
N 1.5903 -1.8903 -1.9135
H 4.1231 -0.3531 -3.2650
C 2.8410 1.5257 -1.6614
C 4.2935 1.7993 -2.0791
C 1.8957 2.3408 -2.5522
H 4.4284 1.7742 -3.1650
H 4.5482 2.8079 -1.7416
H 4.9911 1.0987 -1.6086
H 2.7496 2.9742 -0.0751
H 3.4957 1.4332 0.4105
H 0.9080 1.8778 -2.6103
C 2.6984 1.8870 -0.1844
H 2.2982 2.4009 -3.5691
H 1.8035 3.3566 -2.1535
H 1.7411 1.5340 0.2051
C 2.6804 -1.9366 -2.7680
C -0.6250 -2.8612 -2.4028
H -0.5031 -2.9786 -3.4834
H -1.3603 -3.5881 -2.0431
C 0.7060 -3.0888 -1.6847
H -0.1443 -4.1344 0.0028
C 1.3678 -4.3393 -2.2806
H 2.3757 -4.5040 -1.8861
H -0.9975 -1.8516 -2.2257
H 0.1391 -2.4025 0.3032
H 1.4046 -4.3009 -3.3739
H 0.7571 -5.2007 -1.9957
C 0.5373 -3.2966 -0.1758
H 1.5033 -3.5260 0.2862
C 1.4698 -0.6491 -1.3304
Cl 1.2613 -0.6497 1.8370
*
```